21
Properties=species:S:1:pos:R:3:forces:R:3 method="wB97M-V/def2-TZVPD" e_lumo_ev="-3.27 / -10.55" s_squared=0.757 relative_energy_kj_mol=54.7 spin_multiplicity=2 orbital_gap_ev="11.122 / 3.612" charge=+1
O -0.269902 -0.584589 3.014748 -0.0999 0.3060 -0.4368
H -1.140829 -0.981738 3.012194 -0.2050 -0.3246 0.0263
H -0.283621 0.019131 3.757423 0.0345 0.2324 0.4016
O -2.475753 -0.257482 -0.387850 0.3666 0.1122 -0.0499
H -3.024995 0.285712 0.177402 -0.2612 0.3380 0.1536
H -2.649378 -1.154130 -0.101304 -0.1334 -0.4478 -0.0765
O 2.482866 -0.793942 2.860205 0.4603 0.0063 -0.3051
H 2.683993 0.134143 2.740033 0.2606 0.2594 0.1344
H 1.526574 -0.835095 2.853346 -0.4054 -0.2977 0.0877
O 2.575918 1.234376 -0.737382 0.8041 1.3085 -0.3133
H 3.107067 0.664282 -1.293351 0.9466 -0.5427 -0.8263
H 1.803109 0.710793 -0.525624 -2.0843 -0.7872 1.0871
O 1.159418 -0.277842 -2.599331 1.3171 0.1336 0.2111
H 0.850540 -0.292883 -1.693460 -0.4800 -0.2874 0.7079
H 0.441819 -0.660773 -3.103959 -0.7772 0.1768 -0.7474
O -1.847675 0.796167 -3.024914 0.4317 -0.0971 -0.0210
H -2.518232 1.156205 -3.605395 -0.0678 0.1306 -0.3087
H -2.327006 0.530960 -2.239964 -0.2094 -0.2000 0.3197
O 0.303831 0.051149 0.105066 1.0015 0.0829 -0.6000
H 0.188261 0.225182 1.039191 0.0662 -0.1904 0.7361
H -0.586003 0.030376 -0.247075 -0.9655 0.0882 -0.1807



10
Properties=species:S:1:pos:R:3:forces:R:3 method="wB97M-V/def2-TZVPD" e_lumo_ev="-0.71 / -0.72" relative_energy_kj_mol=530.1 orbital_gap_ev="7.823 / 7.822"
C 1.679927 -1.571757 -0.412219 0.7445 2.4011 -1.7941
C -1.845758 1.125570 0.487712 -5.8762 0.4545 1.6131
N -0.284555 0.845806 -1.230540 0.0852 0.6810 -0.9610
N -0.949386 1.038036 -0.337568 1.8146 -0.7487 -2.9457
O 1.114170 0.401753 1.189767 0.4504 0.1398 0.1802
S 1.763440 0.093315 -0.092059 0.4313 -4.1002 -0.2146
H 1.247669 -2.247014 0.279360 -0.4618 -0.2780 0.8566
H 1.893293 -2.036537 -1.440963 0.0924 1.2715 1.6449
H -1.685868 1.263989 1.528519 0.3204 0.0662 0.4567
H -2.932934 1.086843 0.027990 2.3993 0.1129 1.1637



22
Properties=species:S:1:pos:R:3:forces:R:3 method="wB97M-V/def2-TZVPD" e_lumo_ev=3.47 relative_energy_kj_mol=39.5 orbital_gap_ev=7.935 charge=-1
C 1.084601 -0.432617 1.497738 -0.1521 -0.5598 0.2447
C 0.106967 -1.329848 1.695215 0.5047 0.0753 0.3849
C 1.227207 0.485724 0.400054 0.1625 0.1113 -0.6245
C -1.074211 -1.534796 0.883626 -0.3489 0.1148 -0.1924
C -2.994479 -1.017202 -0.526831 -0.5838 -0.7204 -0.4645
C 0.733027 0.327618 -0.833045 0.7883 -0.1164 0.0504
C -1.902074 -0.612898 0.388435 0.0675 0.5128 0.5419
N 0.893916 1.246922 -1.859550 0.1337 0.1006 -0.1843
O -3.400947 -0.080278 -1.368566 -0.0061 0.0633 -0.1516
O -3.279316 1.406041 1.163039 0.0613 -0.1971 -0.1777
O -3.454518 -2.142730 -0.555534 0.1115 0.2082 0.0358
O -0.901329 1.583793 1.613590 -0.2834 -0.1256 -0.2892
O -1.734158 1.702472 -0.697784 -0.0014 0.0082 0.3287
S -1.929804 1.173647 0.681239 0.1091 0.5657 1.0490
H 1.858502 -0.361786 2.255999 0.0137 -0.1351 0.0439
H 0.190839 -2.013533 2.534035 0.1003 0.0302 0.0722
H 1.751283 1.403806 0.630874 -0.0086 0.1864 -0.0244
H -1.324321 -2.576606 0.675810 -0.1324 0.1708 -0.1336
H 0.255027 -0.594082 -1.133148 -0.0977 0.0303 0.0338
H 1.074427 2.173420 -1.491449 -0.1150 -0.0434 -0.1246
H -2.849233 0.760766 -1.202168 -0.3790 -0.3802 -0.5276
H 0.080889 1.271078 -2.461456 0.0557 0.0999 0.1088



14
Properties=species:S:1:pos:R:3:forces:R:3 method="wB97M-V/def2-TZVPD" e_lumo_ev=0.44 relative_energy_kj_mol=425.5 orbital_gap_ev=8.928
C 1.852064 0.325878 0.352951 1.5626 0.4935 -3.5179
C 1.118573 -0.655722 -0.458427 -1.2056 -2.4069 1.0353
C 0.035589 -0.441708 -1.222776 1.8157 0.5122 -0.0306
C -2.119595 0.291408 0.935878 0.3226 -0.2628 -1.5409
H 2.714070 0.032731 0.970062 -0.6488 -0.1374 -0.3995
H 1.226277 1.118110 0.797224 0.6914 0.1485 -0.7326
H 1.444348 -1.710888 -0.290653 0.0039 0.7822 -0.5702
H -1.081337 0.180148 1.271235 -0.6492 -0.1423 0.8094
H -0.194408 -1.200348 -1.962973 -0.6862 0.1798 0.2948
H 2.525019 0.476018 -1.176016 -0.7821 0.8662 4.0379
H -0.200927 0.620346 -1.347917 -0.4910 -0.5236 -0.3522
H -1.919212 0.740933 -0.043892 -0.5877 0.2503 0.1608
H -2.821789 0.897333 1.495740 0.3406 0.0913 0.3749
H -2.578678 -0.674244 0.679562 0.3137 0.1489 0.4308



41
Properties=species:S:1:pos:R:3:forces:R:3 method="wB97M-V/def2-TZVPD" e_lumo_ev=-0.55 relative_energy_kj_mol=1240.0 orbital_gap_ev=6.745 smiles="CCCCCCCc1nc2c(=O)[nH]c3ccccc3c2o1"
C 3.516353 4.034952 -1.646375 5.6852 -0.0212 -3.6261
C 3.679809 2.932347 -2.647388 7.9347 -1.8637 9.5418
C 3.324072 1.472320 -2.187827 3.9781 3.8714 1.8369
C 1.906275 1.400028 -1.939721 -0.9364 4.3321 0.2383
C 1.482733 0.130223 -1.660605 1.6401 -9.0566 0.7486
C 2.228224 -0.522237 -0.297590 -6.9203 0.6538 -1.0933
H 2.028721 0.138886 0.593375 0.1244 -0.7492 -0.8303
H 3.190473 -0.557670 -0.501377 4.5605 -0.2542 -0.6870
C 1.639712 -1.952826 -0.143046 1.1175 0.9867 6.9305
C 0.151596 -1.988557 0.230978 3.3157 -6.3394 -10.6955
N -0.647360 -2.691360 -0.702967 -2.3498 4.0595 4.2917
C -1.878076 -2.272125 -0.117484 -0.1276 2.2310 3.1273
C -1.733328 -1.380395 1.260912 7.5763 -7.6841 -14.4301
C -2.642565 -1.216867 2.086596 -8.2487 4.1758 6.9312
C -2.491836 -0.314960 3.203422 5.6244 -1.1250 0.8643
C -3.355533 -0.031721 4.139983 -7.9366 -0.3036 -0.7661
C -4.786083 -0.283148 3.857541 4.9146 -4.1243 -6.2427
C -4.948775 -1.070594 2.622851 -1.0496 0.2255 0.9178
C -4.083294 -1.567284 1.673181 8.1198 4.1322 6.0454
N -4.091113 -2.272124 0.615364 -7.4035 -2.9931 -4.6993
C -3.268637 -2.586159 -0.414452 5.1901 -1.7796 -0.6119
O -3.426046 -3.376358 -1.326642 -2.5466 0.1452 -0.4511
H -5.105755 -2.533221 0.318437 2.0620 0.1400 0.5345
H -5.879458 -1.453826 2.326858 -2.2616 0.2323 0.3197
H -5.749179 -0.085921 4.070125 -2.5706 1.4230 2.5825
H -3.387895 0.495080 4.993152 1.8847 2.0464 2.9431
H -1.424669 0.003915 3.663484 -1.8795 -0.9458 -2.1064
O -0.354980 -1.519385 1.189335 -1.2063 6.0124 9.4899
H 1.991268 -2.669140 -0.816428 -0.3024 -0.8265 -1.5331
H 2.167827 -2.388769 0.939616 -1.2010 1.0593 -2.6983
H 0.473636 -0.229889 -1.768265 -0.8568 0.7772 0.6662
H 1.914271 -0.610825 -2.576829 -0.6885 1.6579 2.1893
H 1.424743 1.653276 -2.864765 -0.5808 1.0472 -0.4518
H 1.626053 2.122173 -1.081622 0.2507 -0.7534 -1.4495
H 3.849426 0.908951 -2.871575 -0.1538 -2.0468 -2.2607
H 3.995517 1.242537 -1.331548 -0.8313 0.3359 0.2826
H 4.746248 3.078920 -3.070820 -0.3161 -1.1856 1.4260
H 3.405746 3.014616 -3.484709 -6.0793 1.9923 -11.5487
H 4.050012 3.879658 -0.808355 1.2984 -1.1368 3.2375
H 2.594125 4.063572 -1.594398 -9.0257 1.0241 1.9975
H 3.867746 5.003907 -1.930420 0.1956 0.6274 -0.9606



89
Properties=species:S:1:pos:R:3:forces:R:3 method="wB97M-V/def2-TZVPD" e_lumo_ev=-4.84 orbital_gap_ev=5.975 charge=+1
C -3.898934 -0.500170 -1.183123 -2.0465 -1.0199 0.2152
S -2.259250 0.398521 -1.313229 -0.0619 5.5172 -6.9534
O -2.525782 1.894400 -1.015620 1.8591 -5.5212 0.8583
O -1.829157 0.329551 -2.826517 -1.4069 -1.1971 5.9245
N -0.952332 -0.316929 -0.402150 0.4836 1.3860 0.7309
C -0.953270 -1.817244 -0.208795 2.1192 0.3652 2.4284
C -1.263456 -1.834638 1.432825 0.1785 -1.1841 0.0190
N -1.228571 -0.379810 1.939996 3.0368 2.0801 -2.5689
C -0.798281 -0.182693 3.375823 1.0335 0.3555 1.2241
C -0.991308 1.348737 3.938726 0.0113 0.8416 -0.0808
C -2.306079 2.137554 3.347706 -0.7688 -0.2658 1.2319
F -2.002418 2.981288 2.153852 -0.3869 -2.4203 2.2982
C -0.495298 0.381211 0.860235 -2.6480 -2.3434 1.1472
N 0.412012 1.409469 0.888015 -1.0947 -1.9470 -1.0913
H -4.501357 -0.269700 -0.184554 1.7530 -0.3891 -1.9597
H -4.590040 -0.077233 -2.059335 2.0618 -0.5543 1.7769
H -3.833018 -1.664626 -1.377528 0.2454 2.4874 0.5117
H -1.608920 -2.498767 -0.898156 1.1778 1.8255 1.3686
H 0.208912 -2.078502 -0.287829 -2.7888 0.0732 -0.2349
H -0.323054 -2.331026 1.973096 -2.6462 0.7063 -1.1140
H -2.318497 -2.340381 1.634605 2.4691 1.1422 -0.0098
H -1.369162 -0.898402 4.112003 0.9245 1.2473 -1.9227
H 0.348742 -0.461180 3.433892 -2.2049 0.4849 0.0880
H -0.049194 2.021261 3.716287 -1.7815 -1.3871 0.4565
H -1.070758 1.305468 5.128941 0.0930 0.0295 -2.7274
H -3.139850 1.323428 3.130003 1.7297 1.9341 -0.2112
H -2.778118 2.859433 4.166356 1.3382 -1.3812 -1.9269
H 1.088347 1.461890 0.068758 -1.6905 0.1600 1.1275
H 0.491082 2.158966 1.609266 -0.3717 -1.2835 -0.5216
F -0.891966 6.328688 4.110835 0.1305 -0.2133 0.3304
C -1.320904 6.855047 2.956032 -0.4291 0.5802 -1.1297
C -1.557316 6.020027 1.869520 0.1103 -0.0299 0.0916
C -2.008854 6.567026 0.668485 0.0497 0.3972 0.2602
C -2.208677 7.945773 0.564060 0.0035 -0.0737 0.0032
C -1.963732 8.776174 1.658760 0.0271 -0.4247 -0.0595
C -1.522968 8.227564 2.862832 0.0376 -0.0409 0.1036
H -1.388546 4.952546 1.966746 -0.0527 0.2913 0.0149
H -2.204071 5.921822 -0.184482 0.0408 0.0770 0.1645
H -2.556595 8.372508 -0.374248 0.0674 -0.0822 0.1940
H -2.116033 9.849441 1.573864 0.0285 -0.2120 0.0586
H -1.336234 8.857302 3.726363 0.0045 -0.0901 -0.0665
F 0.080456 -4.271616 1.278510 0.1735 0.5719 0.2127
C -0.145464 -5.502866 0.801439 -0.2322 -1.8243 -0.6875
C 0.931907 -6.334454 0.516159 0.0173 0.1596 0.0626
C 0.696999 -7.618369 0.024262 -0.4272 0.1791 0.0430
C -0.613821 -8.052817 -0.187369 0.0366 0.0737 0.0340
C -1.688373 -7.208865 0.097260 0.3821 -0.0096 -0.0058
C -1.453441 -5.929228 0.599626 0.1203 0.1878 0.0159
H 1.943353 -5.976805 0.678995 -0.0806 -0.0099 -0.0034
H 1.532220 -8.279029 -0.194557 -0.1347 0.1877 0.0313
H -0.796438 -9.052698 -0.575260 0.0302 0.2171 0.0856
H -2.707581 -7.547718 -0.072144 0.1907 0.0920 0.0640
H -2.277184 -5.263410 0.834704 0.0313 -0.0472 0.0147
F 3.337009 -6.798321 -2.338165 -0.1029 -0.1462 -0.0230
C 3.949342 -5.657063 -1.995828 0.4851 0.8610 0.2591
C 5.180434 -5.707808 -1.351242 -0.0213 -0.0668 -0.0013
C 5.820767 -4.519688 -0.999211 -0.4023 0.1347 -0.1827
C 5.216999 -3.292970 -1.286280 0.0168 -0.0118 0.0395
C 3.978789 -3.252580 -1.929035 0.2521 -0.3403 0.1719
C 3.344081 -4.440543 -2.290874 -0.1059 -0.0497 0.0057
H 5.630214 -6.669959 -1.128947 -0.0651 0.0768 -0.0655
H 6.787122 -4.548454 -0.501938 -0.1855 -0.0272 -0.0905
H 5.714710 -2.366606 -1.007527 -0.0656 -0.1690 -0.0746
H 3.508901 -2.296715 -2.147739 0.0850 -0.1716 -0.0371
H 2.385575 -4.427358 -2.799027 0.0858 -0.0655 0.0248
F 8.635536 -0.743048 -0.897232 0.0511 -0.1165 0.2343
C 8.206598 -0.216690 -2.052036 -0.3509 0.4483 -0.9889
C 7.970186 -1.051709 -3.138546 -0.0032 -0.0530 0.0685
C 7.518649 -0.504711 -4.339583 0.0335 0.3698 0.2842
C 7.318825 0.874038 -4.444006 -0.0063 -0.0608 0.0129
C 7.563770 1.704438 -3.349307 0.0026 -0.4172 -0.0574
C 8.004535 1.155827 -2.145235 0.0072 -0.0229 0.0881
H 8.138957 -2.119190 -3.041321 -0.0041 0.1017 0.0255
H 7.323431 -1.149914 -5.192549 0.0687 0.0916 0.1787
H 6.970907 1.300772 -5.382314 0.0824 -0.0798 0.1844
H 7.411469 2.777704 -3.434203 0.0423 -0.2001 0.0489
H 8.191268 1.785566 -1.281704 0.0339 -0.0903 -0.0668
F -8.975350 3.745189 0.761649 -0.0725 0.0117 0.0324
C -7.747131 3.465045 0.306004 0.8409 -0.1849 -0.3333
C -6.648565 3.659498 1.136062 -0.0355 -0.0101 0.0879
C -5.370015 3.363076 0.663807 -0.3759 -0.1332 -0.3192
C -5.203237 2.885335 -0.638395 -0.0034 0.0517 -0.0932
C -6.311707 2.698292 -1.465582 -0.0532 0.1330 0.5222
C -7.590931 2.984185 -0.989254 -0.1241 -0.0286 -0.0249
H -6.796707 4.039261 2.141689 -0.0514 -0.0221 -0.1069
H -4.505353 3.504258 1.307527 -0.1149 0.0444 -0.1139
H -4.205423 2.658500 -1.007832 -0.6639 0.2828 0.1671
H -6.179056 2.330259 -2.480106 -0.0671 0.1009 0.1284
H -8.464330 2.836162 -1.615663 0.0450 0.0603 0.0976



no.,electronic energy (eV)
1,-14549.4417
2,-17997.1655
3,-29952.6874
4,-4305.9517
5,-25016.5731
6,-74709.8485